Record 1
Here is a cluster of 9 separate species, C31H78IN2O12 in total in a non-equilibrium geometry from OMol25. Energies are from ωB97M-V with the def2-TZVPD basis set.

```
124
Properties=species:S:1:pos:R:3:lowdin_charge:R:1
C 2.572 1.995 -1.390 -0.028
O 1.688 0.883 -1.585 -0.247
C 1.919 -0.202 -0.797 -0.183
N 1.428 -0.024 0.639 -0.057
C 2.175 -1.028 1.484 -0.042
C 1.736 -0.980 2.924 -0.314
C 2.487 -2.070 3.707 -0.111
C 3.160 -1.538 4.962 -0.174
C 4.233 -0.475 4.664 -0.170
C 3.793 0.971 4.973 -0.252
N 3.959 1.884 3.815 0.002
O 0.352 -1.267 2.994 -0.050
C -0.487 -0.352 2.301 -0.471
C -0.418 1.029 2.978 -0.105
C -0.306 1.007 4.496 -0.200
O -0.704 1.956 5.178 0.067
C -1.882 -1.007 2.328 -0.080
C -3.016 -0.317 3.090 -0.396
C -4.091 -1.382 3.415 -0.005
O -3.662 0.674 2.298 -0.061
C -0.038 -0.263 0.806 -0.565
I -1.206 1.153 -0.284 1.155
H 3.521 1.689 -0.957 0.103
H 2.077 2.737 -0.766 0.093
H 2.728 2.449 -2.360 0.097
H 1.446 -1.092 -1.198 0.163
H 2.988 -0.406 -0.711 0.146
H 1.702 0.896 0.983 0.164
H 3.238 -0.811 1.433 0.143
H 1.968 -2.018 1.088 0.162
H 1.984 -0.024 3.389 0.123
H 3.249 -2.534 3.080 0.121
H 1.778 -2.857 3.948 0.133
H 3.654 -2.381 5.442 0.106
H 2.441 -1.165 5.687 0.116
H 5.095 -0.689 5.287 0.107
H 4.582 -0.557 3.634 0.103
H 2.744 0.952 5.270 0.087
H 4.372 1.366 5.798 0.109
H 3.997 1.351 2.956 0.029
H 3.158 2.496 3.737 0.055
H -1.243 1.679 2.726 0.089
H 0.478 1.550 2.628 0.115
H 0.158 0.130 4.978 0.133
H -1.743 -1.975 2.801 0.136
H -2.258 -1.211 1.329 0.114
H -2.697 0.097 4.043 0.138
H -5.075 -0.955 3.289 0.075
H -3.966 -2.241 2.762 0.080
H -3.940 -1.732 4.431 0.090
H -3.305 1.542 2.486 0.076
H -0.237 -1.235 0.367 0.114
C 2.401 1.049 -5.386 -0.078
C 0.921 1.247 -5.122 -0.306
O 0.431 0.302 -4.165 -0.096
H 2.581 0.032 -5.737 0.067
H 2.764 1.751 -6.137 0.083
H 2.989 1.186 -4.473 0.057
H 0.350 1.094 -6.036 0.099
H 0.722 2.264 -4.769 0.111
H 0.919 0.441 -3.349 0.023
C -2.441 2.746 -8.594 -0.083
C -1.684 3.510 -7.524 -0.311
O -0.277 3.278 -7.616 -0.095
H -2.245 1.677 -8.505 0.070
H -3.515 2.914 -8.512 0.077
H -2.120 3.058 -9.590 0.077
H -1.994 3.186 -6.532 0.109
H -1.881 4.584 -7.608 0.093
H 0.011 3.571 -8.484 0.080
C -7.870 -0.769 0.527 -0.087
C -8.142 0.638 1.024 -0.311
O -7.415 0.926 2.218 -0.096
H -8.132 -1.499 1.294 0.076
H -8.444 -0.986 -0.374 0.075
H -6.808 -0.898 0.297 0.069
H -9.195 0.760 1.269 0.110
H -7.884 1.373 0.254 0.109
H -6.479 0.834 2.022 0.057
C -9.700 0.077 5.111 -0.090
C -8.793 0.729 6.134 -0.318
O -7.421 0.514 5.807 -0.093
H -9.500 -0.994 5.055 0.076
H -10.755 0.223 5.348 0.075
H -9.503 0.502 4.125 0.058
H -8.950 0.307 7.125 0.110
H -8.991 1.805 6.188 0.109
H -7.278 0.884 4.930 0.057
C 6.719 -5.210 5.682 -0.096
C 6.581 -4.106 6.713 -0.315
O 5.268 -4.060 7.274 -0.092
H 5.995 -5.079 4.881 0.060
H 7.717 -5.216 5.247 0.070
H 6.535 -6.186 6.140 0.076
H 6.751 -3.133 6.254 0.104
H 7.314 -4.235 7.515 0.111
H 5.098 -4.905 7.698 0.078
C -2.480 7.738 -6.838 -0.096
C -1.726 7.828 -8.153 -0.328
O -2.610 7.749 -9.266 -0.081
H -3.049 6.809 -6.793 0.066
H -1.797 7.775 -5.988 0.073
H -3.191 8.561 -6.744 0.073
H -1.029 6.996 -8.252 0.100
H -1.150 8.758 -8.208 0.110
H -3.227 8.483 -9.208 0.079
C 1.233 -1.496 -8.447 -0.084
C 0.033 -2.230 -7.878 -0.314
O 0.320 -2.818 -6.611 -0.084
H 2.081 -2.173 -8.560 0.078
H 1.005 -1.057 -9.419 0.076
H 1.544 -0.692 -7.775 0.049
H -0.265 -3.044 -8.538 0.112
H -0.818 -1.549 -7.774 0.105
H 0.558 -2.108 -6.007 0.060
C 7.081 -6.336 1.011 -0.088
C 6.673 -4.916 1.357 -0.325
O 7.253 -4.477 2.583 -0.096
H 6.792 -7.018 1.810 0.078
H 6.613 -6.665 0.083 0.076
H 8.164 -6.407 0.892 0.076
H 5.593 -4.853 1.491 0.103
H 6.957 -4.231 0.550 0.105
H 8.208 -4.515 2.485 0.084
```

net charge	+1
Kohn-Sham gap	8.270	eV

Record 2
Here is a cluster of 8 separate species, C31H78N6O9 in total in a non-equilibrium geometry from OMol25. Energies are from ωB97M-V with the def2-TZVPD basis set.

```
124
Properties=species:S:1:pos:R:3:lowdin_charge:R:1
C 0.570 -0.042 -0.061 -0.053
C 0.967 -1.390 0.551 -0.762
O 1.702 -1.321 1.586 -0.117
O 0.832 -2.432 -0.131 -0.033
H 1.512 0.471 -0.277 0.034
H -0.103 0.601 0.515 0.044
H 0.075 -0.243 -1.014 0.035
O 1.774 -5.349 -0.740 -0.718
H 1.852 -4.420 -0.970 -0.239
C 3.683 2.558 2.319 -0.051
C 3.784 2.185 0.819 -0.415
C 3.660 3.432 -0.065 -0.217
O 2.453 4.153 0.069 -0.180
C 1.343 3.496 -0.489 -0.116
N 5.047 1.503 0.577 0.042
H 2.640 2.667 2.628 0.070
H 4.153 3.522 2.531 0.069
H 4.097 1.749 2.918 0.068
H 2.937 1.530 0.609 0.108
H 3.818 3.148 -1.115 0.115
H 4.463 4.161 0.083 0.119
H 1.541 3.181 -1.521 0.095
H 0.511 4.202 -0.526 0.072
H 1.012 2.608 0.059 0.065
H 5.769 1.992 1.095 0.065
H 4.994 0.573 0.978 0.082
C -4.308 -0.796 -1.820 -0.088
C -3.642 -1.960 -1.028 -0.405
C -4.637 -3.116 -0.800 -0.221
O -3.984 -4.165 -0.108 -0.165
C -4.741 -4.556 1.040 -0.109
N -2.467 -2.374 -1.796 0.086
H -3.636 0.024 -2.039 0.037
H -5.177 -0.427 -1.255 0.061
H -4.744 -1.276 -2.702 0.075
H -3.402 -1.482 -0.074 0.132
H -5.026 -3.513 -1.741 0.123
H -5.398 -2.584 -0.218 0.111
H -4.261 -5.474 1.374 0.088
H -5.780 -4.786 0.784 0.074
H -4.689 -3.743 1.766 0.085
H -2.031 -1.543 -2.203 0.040
H -2.778 -2.888 -2.617 0.075
C -3.516 1.752 -4.136 -0.068
C -2.583 1.139 -5.193 -0.437
C -2.027 -0.249 -4.785 -0.211
O -1.295 -0.303 -3.586 -0.205
C -0.053 0.397 -3.712 -0.066
N -3.356 1.175 -6.418 0.025
H -3.893 2.740 -4.416 0.070
H -2.945 1.879 -3.211 0.059
H -4.419 1.198 -3.881 0.071
H -1.665 1.743 -5.233 0.117
H -1.454 -0.675 -5.618 0.123
H -2.899 -0.900 -4.675 0.122
H 0.494 0.138 -4.622 0.095
H 0.588 0.163 -2.867 0.075
H -0.326 1.455 -3.670 0.079
H -3.480 2.130 -6.724 0.065
H -2.844 0.656 -7.128 0.068
C 3.550 -5.700 6.700 -0.089
C 3.302 -4.784 5.505 -0.436
C 3.460 -3.293 5.818 -0.242
O 3.162 -2.532 4.675 -0.146
C 2.939 -1.171 4.982 -0.125
N 4.097 -5.040 4.297 0.056
H 2.729 -5.473 7.389 0.066
H 4.467 -5.625 7.291 0.064
H 3.463 -6.748 6.408 0.067
H 2.267 -4.947 5.192 0.145
H 4.511 -3.102 6.092 0.121
H 2.880 -3.013 6.707 0.112
H 2.303 -1.001 5.862 0.072
H 2.396 -0.725 4.149 0.074
H 3.835 -0.577 5.198 0.073
H 3.898 -5.988 3.992 0.075
H 5.071 -5.059 4.599 0.066
C 4.540 -0.856 -1.745 -0.089
C 4.338 -2.225 -2.353 -0.421
C 5.270 -2.575 -3.525 -0.198
O 5.203 -3.972 -3.824 -0.195
C 6.383 -4.556 -4.271 -0.152
N 4.533 -3.176 -1.249 0.080
H 3.708 -0.537 -1.120 0.066
H 4.628 -0.051 -2.489 0.067
H 5.476 -0.724 -1.196 0.061
H 3.319 -2.223 -2.746 0.141
H 6.307 -2.334 -3.258 0.107
H 5.019 -2.039 -4.448 0.114
H 6.440 -5.603 -3.941 0.080
H 7.299 -4.118 -3.866 0.079
H 6.349 -4.729 -5.355 0.075
H 4.556 -4.115 -1.643 0.063
H 5.518 -3.049 -1.001 0.061
C -2.055 4.532 3.314 -0.043
C -2.640 4.325 1.896 -0.474
C -1.634 3.444 1.152 -0.144
C -2.186 2.812 -0.123 -0.174
C -3.568 2.184 -0.008 -0.124
C -4.595 3.025 0.794 -0.493
N -3.962 3.619 1.965 -0.116
O -4.848 4.350 2.787 -0.032
C -5.258 4.080 -0.120 -0.033
C -5.646 2.030 1.343 -0.040
C -2.776 5.721 1.173 -0.019
H -2.496 5.456 3.687 0.072
H -0.966 4.536 3.372 0.084
H -2.283 3.688 3.971 0.084
H -0.799 4.094 0.885 0.092
H -1.314 2.644 1.820 0.130
H -1.499 1.995 -0.364 0.089
H -2.099 3.428 -1.023 0.107
H -3.513 1.172 0.398 0.113
H -3.996 2.029 -0.999 0.096
H -4.628 4.675 -0.775 0.072
H -6.169 3.727 -0.616 0.077
H -5.805 4.769 0.540 0.073
H -6.517 2.490 1.807 0.075
H -6.019 1.460 0.482 0.073
H -5.233 1.211 1.932 0.087
H -3.710 6.207 1.462 0.071
H -2.726 5.597 0.096 0.067
H -2.009 6.300 1.688 0.073
H -4.977 3.743 3.523 0.102
```

net charge	-2
Kohn-Sham gap	1.964	eV

Record 3
Here is a cluster of 6 separate species, C31H78NO22P5 in total in a non-equilibrium geometry from OMol25. Energies are from ωB97M-V with the def2-TZVPD basis set.

```
137
Properties=species:S:1:pos:R:3:lowdin_charge:R:1
C 0.045 16.001 -0.422 -0.033
C 0.789 14.778 -1.256 -0.246
O -0.154 13.792 -1.631 -0.211
P 0.198 12.784 -2.912 0.431
O 1.429 12.051 -2.936 -0.192
O -0.084 13.781 -4.117 -0.168
C -1.398 13.999 -4.562 -0.290
C -1.711 15.482 -4.695 -0.061
O -1.120 11.856 -2.896 -0.196
C -1.267 10.986 -1.743 -0.252
C -1.792 9.537 -2.118 -0.048
H 0.705 16.605 0.201 0.060
H -0.471 16.612 -1.162 0.052
H -0.720 15.626 0.259 0.058
H 1.309 15.230 -2.100 0.102
H 1.614 14.267 -0.760 0.106
H -1.343 13.327 -5.419 0.127
H -2.242 13.687 -3.947 0.114
H -1.509 15.956 -3.735 0.066
H -0.961 16.043 -5.252 0.076
H -2.737 15.767 -4.930 0.082
H -0.482 10.966 -0.987 0.111
H -2.019 11.458 -1.111 0.105
H -1.223 9.328 -3.024 0.073
H -1.652 8.738 -1.390 0.069
H -2.871 9.620 -2.252 0.066
C 3.881 4.642 0.602 -0.050
C 3.746 3.879 -0.778 -0.288
O 3.029 2.713 -0.500 -0.210
P 3.185 1.412 -1.472 0.468
O 4.450 0.637 -1.219 -0.251
O 1.783 0.635 -1.264 -0.185
C 1.259 0.165 -0.023 -0.228
C 2.176 0.435 1.170 -0.101
O 2.956 2.138 -2.863 -0.195
C 2.749 1.330 -4.062 -0.200
C 3.588 0.007 -4.172 -0.076
H 2.848 4.950 0.766 0.069
H 4.285 4.052 1.425 0.073
H 4.515 5.514 0.444 0.067
H 3.273 4.514 -1.527 0.113
H 4.737 3.673 -1.181 0.112
H 0.193 0.309 0.154 0.123
H 1.384 -0.907 -0.177 0.112
H 2.149 1.472 1.504 0.064
H 1.871 -0.041 2.102 0.077
H 3.251 0.261 1.129 0.075
H 1.752 0.947 -3.846 0.100
H 2.732 2.052 -4.879 0.120
H 3.424 -0.483 -5.132 0.073
H 4.629 0.186 -3.901 0.073
H 3.215 -0.812 -3.558 0.069
C 1.269 -7.964 -4.456 -0.071
C 2.461 -8.745 -5.049 -0.254
O 3.475 -8.918 -4.036 -0.222
P 5.025 -9.425 -4.419 0.535
O 5.462 -9.120 -5.787 -0.225
O 5.808 -8.701 -3.214 -0.173
C 6.374 -7.491 -3.248 -0.322
C 7.733 -7.254 -4.025 -0.052
O 5.008 -11.009 -3.955 -0.176
C 3.912 -11.811 -3.518 -0.281
C 3.279 -12.660 -4.603 -0.078
H 1.444 -6.891 -4.369 0.072
H 0.366 -8.018 -5.064 0.071
H 0.970 -8.304 -3.464 0.071
H 2.267 -9.761 -5.393 0.107
H 2.807 -8.153 -5.896 0.111
H 5.576 -6.857 -3.635 0.114
H 6.581 -7.136 -2.239 0.118
H 7.698 -7.383 -5.107 0.064
H 7.966 -6.194 -3.920 0.067
H 8.498 -7.840 -3.517 0.071
H 4.280 -12.498 -2.756 0.114
H 3.168 -11.344 -2.873 0.114
H 3.752 -13.620 -4.812 0.070
H 2.255 -12.911 -4.325 0.077
H 3.349 -12.231 -5.603 0.075
C -9.953 -10.706 4.395 -0.069
C -10.817 -9.526 4.382 -0.340
O -9.973 -8.497 3.881 -0.188
P -10.524 -6.973 4.250 0.552
O -10.513 -6.546 5.712 -0.272
O -9.679 -5.992 3.304 -0.176
C -10.083 -4.615 3.281 -0.283
C -8.886 -3.695 3.491 -0.062
O -12.043 -7.007 3.604 -0.207
C -13.266 -7.094 4.354 -0.273
C -14.267 -8.058 3.786 -0.080
H -9.518 -10.817 3.402 0.094
H -9.267 -10.384 5.179 0.091
H -10.482 -11.567 4.804 0.088
H -11.779 -9.637 3.883 0.101
H -11.057 -9.205 5.396 0.114
H -10.604 -4.369 2.356 0.117
H -10.868 -4.376 3.999 0.109
H -8.276 -4.130 4.282 0.083
H -8.338 -3.452 2.580 0.076
H -9.260 -2.769 3.927 0.075
H -13.033 -7.552 5.315 0.108
H -13.670 -6.088 4.470 0.122
H -15.058 -8.352 4.477 0.085
H -14.777 -7.828 2.850 0.075
H -13.675 -8.909 3.453 0.059
C 5.979 5.965 8.211 -0.063
C 4.693 5.127 8.464 -0.271
O 5.072 3.861 8.018 -0.216
P 4.304 2.551 8.581 0.451
O 4.531 2.420 10.016 -0.221
O 4.761 1.315 7.601 -0.193
C 5.998 1.287 6.897 -0.240
C 6.708 -0.021 7.400 -0.067
O 2.760 2.775 8.199 -0.210
C 1.928 1.797 8.859 -0.204
C 0.568 1.761 7.939 -0.042
H 6.434 5.764 7.241 0.078
H 5.771 7.029 8.323 0.069
H 6.704 5.779 9.003 0.072
H 4.326 5.073 9.489 0.121
H 3.976 5.505 7.735 0.116
H 5.920 1.271 5.809 0.119
H 6.684 2.066 7.231 0.104
H 6.572 -0.866 6.725 0.063
H 7.774 0.203 7.378 0.065
H 6.466 -0.396 8.395 0.078
H 2.465 0.869 8.663 0.097
H 1.854 2.050 9.917 0.113
H 0.110 2.723 7.705 0.063
H 0.802 1.345 6.959 0.060
H -0.177 1.049 8.292 0.059
C 1.099 -4.368 -16.108 0.031
N 1.391 -4.162 -14.691 -0.495
O 2.493 -3.862 -14.291 0.068
O 0.455 -4.213 -13.986 0.090
H 1.365 -3.478 -16.679 0.103
H 0.041 -4.523 -16.319 0.098
H 1.659 -5.270 -16.351 0.105
```

net charge	0
SMILES string	CCOP(=O)(OCC)OCC.CCOP(=O)(OCC)OCC.CCOP(=O)(OCC)OCC.CCOP(=O)(OCC)OCC.CCOP(=O)(OCC)OCC.C[N+](=O)[O-]
energy relative to the best compared isomer or geometry (same formula, charge and spin)	3.227	eV
Kohn-Sham gap	10.763	eV